1.
A cluster of 6 separate species, C14H27ClN6O13 in total in a non-equilibrium geometry, computed with the ωB97M-V functional and the def2-TZVPD basis.

Its SMILES is NCCCCCC1=C(Cl)C(=O)OC1=O.C[N+](=O)[O-].C[N+](=O)[O-].C[N+](=O)[O-].C[N+](=O)[O-].C[N+](=O)[O-].

Geometry as XYZ:
```
61
C14H27ClN6O13 the ωB97M-V functional and the def2-TZVPD basis
N 5.466 -1.750 0.594
C 4.813 -0.518 0.010
C 3.681 -0.801 -1.139
C 3.223 -2.364 -1.308
C 2.542 -3.042 0.019
C 0.986 -3.594 -0.245
C -0.025 -2.293 -0.294
C -0.704 -1.948 -1.591
Cl -0.606 -2.831 -3.218
C -1.518 -0.605 -1.108
O -2.033 0.272 -2.009
O -1.556 -0.475 0.358
C -0.428 -1.273 0.930
O 0.120 -1.243 2.149
H 6.066 -1.381 1.386
H 6.143 -2.201 -0.061
H 5.698 0.132 -0.458
H 4.318 0.197 0.824
H 4.162 -0.474 -2.175
H 2.737 -0.111 -0.995
H 4.110 -3.020 -1.738
H 2.391 -2.378 -2.164
H 2.600 -2.354 0.989
H 3.168 -4.014 0.274
H 0.921 -4.254 -1.230
H 0.698 -4.271 0.668
C -4.049 2.065 -4.478
N -3.331 3.016 -5.369
O -3.471 2.864 -6.588
O -2.648 3.888 -4.820
H -4.607 1.356 -5.093
H -3.299 1.547 -3.877
H -4.727 2.649 -3.851
C -3.185 -3.855 1.997
N -2.372 -4.974 1.448
O -2.920 -5.725 0.633
O -1.207 -5.067 1.851
H -4.184 -3.895 1.557
H -3.235 -3.985 3.080
H -2.683 -2.922 1.731
C -0.051 2.314 2.107
N 1.146 2.976 2.692
O 2.230 2.396 2.569
O 0.962 4.060 3.258
H 0.256 1.374 1.643
H -0.757 2.130 2.920
H -0.472 2.992 1.361
C -3.884 0.589 2.508
N -3.528 1.037 3.882
O -4.169 0.550 4.820
O -2.615 1.866 3.979
H -4.698 -0.136 2.573
H -4.197 1.471 1.945
H -2.995 0.132 2.070
C 1.936 5.713 -0.600
N 1.341 4.375 -0.866
O 2.121 3.449 -1.118
O 0.109 4.293 -0.814
H 3.023 5.638 -0.679
H 1.542 6.403 -1.348
H 1.642 6.010 0.409
```

***

2.
A structure of composition C32H48F3O29V3 in a non-equilibrium geometry, computed with the ωB97M-V functional and the def2-TZVPD basis.

As for the total charge: +2.

Geometry as XYZ:
```
115
C32H48F3O29V3 the ωB97M-V functional and the def2-TZVPD basis
O 1.160 4.475 3.638
V 0.569 4.575 5.101
O 1.490 5.526 5.886
O -0.774 -0.170 6.184
V 0.548 -0.355 5.391
O 1.108 -1.779 5.705
O -2.795 1.883 1.916
V -1.957 1.202 3.058
O -2.863 0.777 4.245
C 0.796 0.243 2.335
O 0.186 1.355 1.731
O -0.031 0.034 3.410
C 0.818 -1.036 1.518
F 1.410 -1.970 2.319
F -0.361 -1.416 1.148
F 1.576 -0.866 0.370
C 0.879 2.061 0.631
C 0.222 3.396 0.414
H 0.286 4.013 1.325
H 0.759 3.969 -0.338
H -0.833 3.288 0.167
H 0.808 1.443 -0.268
H 1.962 2.158 0.798
H 1.826 0.466 2.648
C -2.870 -4.077 -0.059
C -1.479 -4.719 -0.170
C -0.957 -5.276 1.172
O -0.669 -6.630 0.880
C -1.019 -6.955 -0.383
O -0.848 -8.004 -0.919
O -1.603 -5.883 -0.978
H -3.380 -4.006 -1.014
H -2.786 -3.067 0.370
H -3.501 -4.611 0.659
H -0.783 -3.982 -0.575
H -1.737 -5.079 1.905
H 0.006 -4.861 1.428
C -1.528 0.431 -6.133
C -1.291 -0.409 -4.888
C -0.055 -1.335 -4.905
O 0.735 -0.891 -3.792
C 0.210 0.194 -3.248
O 0.644 0.742 -2.351
O -0.869 0.568 -3.866
H -2.401 0.037 -6.648
H -0.653 0.451 -6.776
H -1.744 1.443 -5.805
H -2.208 -0.876 -4.546
H 0.448 -1.313 -5.870
H -0.345 -2.366 -4.731
C 6.384 4.382 2.327
C 5.105 3.764 1.762
C 3.994 4.784 1.620
O 3.420 4.423 0.361
C 4.370 3.855 -0.408
O 4.279 3.632 -1.549
O 5.420 3.549 0.373
H 6.624 5.378 1.961
H 7.224 3.702 2.200
H 6.313 4.544 3.419
H 4.933 2.840 2.311
H 4.263 5.841 1.685
H 3.174 4.693 2.341
C -3.562 3.238 -1.596
C -2.852 2.050 -2.185
C -3.063 0.763 -1.333
O -3.755 -0.096 -2.257
C -4.005 0.561 -3.425
O -4.603 0.163 -4.314
O -3.449 1.784 -3.432
H -3.063 3.533 -0.664
H -4.610 3.028 -1.327
H -3.703 4.114 -2.229
H -1.791 2.305 -2.223
H -3.566 0.990 -0.402
H -2.117 0.234 -1.199
C -0.904 5.296 -2.334
C 0.465 5.335 -2.943
C 1.002 3.975 -3.479
O 1.217 4.229 -4.876
C 1.061 5.564 -5.165
O 1.269 6.081 -6.235
O 0.493 6.200 -4.088
H -1.298 6.319 -2.264
H -1.083 4.848 -1.367
H -1.581 4.852 -3.076
H 1.206 5.733 -2.231
H 0.237 3.195 -3.402
H 1.925 3.660 -2.993
C -4.099 -5.127 1.702
C -4.265 -3.754 2.341
C -3.655 -3.622 3.722
O -3.109 -2.259 3.675
C -3.019 -1.864 2.413
O -2.454 -0.894 2.083
O -3.573 -2.700 1.582
H -3.967 -5.083 0.622
H -4.994 -5.725 1.857
H -3.240 -5.645 2.132
H -5.335 -3.545 2.314
H -2.857 -4.331 3.930
H -4.443 -3.715 4.462
C 5.194 -4.247 1.450
C 3.753 -3.816 1.617
C 2.698 -4.637 0.806
O 2.171 -5.521 1.865
C 2.537 -5.078 3.106
O 2.219 -5.583 4.109
O 3.381 -3.987 3.005
H 5.851 -3.853 2.217
H 5.551 -3.732 0.540
H 5.343 -5.301 1.224
H 3.747 -2.767 1.308
H 3.144 -5.349 0.122
H 1.945 -3.999 0.348
```

***

3.
A cluster of 2 separate species, C3H9NO in total in a non-equilibrium geometry, computed with the ωB97M-V functional and the def2-TZVPD basis.

Its SMILES is C=CO.CN. Its relative energy (zero: lowest compared OMol25 entry of this formula, charge and spin) is 252.92 kJ/mol.

Geometry as XYZ:
```
14
C3H9NO the ωB97M-V functional and the def2-TZVPD basis
C -0.787 -1.876 0.033
C -0.792 -1.066 -1.031
O -1.684 -1.136 -2.060
H -0.077 -1.563 0.902
H -1.533 -2.673 0.172
H 0.216 -0.567 -1.212
H -2.076 -2.027 -2.195
C 0.471 1.677 0.597
N 1.857 1.762 1.057
H 0.310 1.480 -0.524
H -0.110 2.538 0.833
H -0.098 0.790 0.980
H 1.805 1.408 2.018
H 2.498 1.253 0.431
```

***

4.
An isolated molecule of C3H8FN in a non-equilibrium geometry, computed with the ωB97M-V functional and the def2-TZVPD basis.

Its SMILES is CC(C)(N)F. Its relative energy (zero: lowest compared OMol25 entry of this formula, charge and spin) is 45.82 kJ/mol.

Geometry as XYZ:
```
13
C3H8FN the ωB97M-V functional and the def2-TZVPD basis
C 0.396 -1.263 0.637
C -0.142 -0.135 -0.112
C 0.226 1.331 0.320
N -0.168 -0.238 -1.546
F -1.697 -0.177 0.240
H 0.405 -2.174 -0.008
H 1.505 -1.080 1.049
H -0.125 -1.429 1.566
H 1.138 1.659 -0.223
H 0.393 1.541 1.443
H -0.723 1.999 0.163
H -0.996 -0.777 -1.750
H -0.211 0.742 -1.778
```

***

5.
A cluster of 5 separate species, C59H49F17N6O11 in total in a non-equilibrium geometry, computed with the ωB97M-V functional and the def2-TZVPD basis.

Its SMILES is [H]/N=C(/C)Cc1cc(C/C(C)=N/[H])cc2c1C(=O)C(COc1cc(C)ccc1C(C)C)=C(C(F)(F)C(F)(F)C(F)(F)C(F)(F)C(F)(F)C(F)(F)C(F)(F)C(F)(F)F)C2=O.O=[N+]([O-])c1ccccc1.O=[N+]([O-])c1ccccc1.O=[N+]([O-])c1ccccc1.O=[N+]([O-])c1ccccc1.

Geometry as XYZ:
```
142
C59H49F17N6O11 the ωB97M-V functional and the def2-TZVPD basis
H 0.012 1.984 0.571
N 1.004 2.220 0.672
C 1.683 1.457 -0.089
C 3.186 1.625 -0.107
C 1.011 0.414 -0.985
C 0.755 -0.829 -0.177
C 1.804 -1.660 0.107
C 1.668 -2.784 0.852
C 2.882 -3.662 1.086
C 2.644 -4.632 2.223
C 2.914 -4.202 3.656
N 2.183 -5.781 1.928
H 2.036 -6.335 2.772
C 0.430 -3.113 1.357
C -0.619 -2.299 1.076
C -0.488 -1.169 0.308
C -1.726 -0.360 0.072
O -1.980 0.234 -0.960
C -2.689 -0.353 1.244
C -3.468 0.948 1.460
O -4.846 0.881 1.172
C -5.163 0.933 -0.177
C -4.591 1.853 -1.021
C -4.877 1.948 -2.340
C -4.235 2.974 -3.242
C -5.794 1.080 -2.877
C -6.397 0.187 -2.044
C -6.114 0.092 -0.707
C -6.896 -0.953 0.066
C -7.432 -0.494 1.444
C -6.073 -2.258 0.105
C -2.812 -1.429 2.018
C -3.656 -1.582 3.271
F -4.957 -1.598 2.924
F -3.428 -2.791 3.815
C -3.541 -0.537 4.450
F -4.515 0.376 4.337
F -3.870 -1.217 5.570
C -2.149 0.087 4.764
F -1.486 -0.879 5.427
F -1.374 0.370 3.696
C -2.146 1.338 5.711
F -1.072 1.256 6.498
F -3.193 1.247 6.560
C -2.267 2.733 5.054
F -2.445 3.598 6.077
F -3.378 2.836 4.315
C -1.097 3.320 4.192
F -1.300 4.662 4.192
F -1.234 2.962 2.911
C 0.348 3.152 4.706
F 0.803 1.902 4.608
F 0.350 3.555 5.989
C 1.384 4.099 3.970
F 2.602 3.567 4.158
F 1.178 4.167 2.668
F 1.383 5.296 4.544
C -2.003 -2.627 1.564
O -2.431 -3.763 1.525
H 3.478 2.452 -0.748
H 3.639 0.696 -0.437
H 3.503 1.819 0.915
H 1.651 0.183 -1.839
H 0.115 0.876 -1.384
H 2.779 -1.410 -0.290
H 3.773 -3.067 1.292
H 3.053 -4.292 0.210
H 2.132 -3.497 3.949
H 3.873 -3.687 3.697
H 2.875 -5.080 4.293
H 0.229 -3.998 1.941
H -3.317 1.240 2.491
H -2.956 1.726 0.894
H -3.856 2.528 -0.598
H -3.383 3.470 -2.784
H -4.976 3.678 -3.617
H -3.871 2.435 -4.120
H -6.056 1.081 -3.926
H -7.125 -0.498 -2.462
H -7.776 -1.187 -0.533
H -7.314 -1.283 2.181
H -7.031 0.451 1.792
H -8.512 -0.352 1.359
H -6.027 -2.629 -0.923
H -5.048 -2.045 0.394
H -6.541 -3.040 0.700
O 5.554 1.127 -1.662
N 5.744 2.035 -2.445
O 6.292 3.082 -2.167
C 5.265 1.856 -3.822
C 4.600 0.690 -4.156
C 4.128 0.533 -5.449
C 4.328 1.535 -6.391
C 5.006 2.695 -6.041
C 5.478 2.861 -4.748
H 4.444 -0.090 -3.425
H 3.600 -0.372 -5.723
H 3.954 1.412 -7.399
H 5.163 3.473 -6.775
H 6.002 3.765 -4.475
O 4.069 -4.785 -1.330
N 4.026 -5.607 -2.228
O 3.626 -5.377 -3.349
C 4.484 -6.968 -1.926
C 4.906 -7.267 -0.643
C 5.317 -8.558 -0.356
C 5.305 -9.529 -1.349
C 4.886 -9.210 -2.634
C 4.471 -7.921 -2.928
H 4.914 -6.512 0.129
H 5.644 -8.808 0.644
H 5.621 -10.538 -1.120
H 4.879 -9.967 -3.406
H 4.142 -7.674 -3.926
O -4.117 10.822 7.489
N -4.224 9.965 6.635
O -4.695 10.146 5.531
C -3.752 8.612 6.963
C -3.242 8.363 8.223
C -2.819 7.082 8.536
C -2.904 6.068 7.590
C -3.410 6.338 6.324
C -3.838 7.617 6.006
H -3.175 9.150 8.960
H -2.424 6.871 9.520
H -2.577 5.070 7.842
H -3.475 5.555 5.587
H -4.234 7.826 5.023
O 3.818 1.312 -9.659
N 3.736 0.470 -10.535
O 3.332 0.690 -11.655
C 4.148 -0.906 -10.220
C 4.589 -1.211 -8.944
C 4.954 -2.515 -8.652
C 4.880 -3.494 -9.633
C 4.446 -3.171 -10.911
C 4.077 -1.869 -11.210
H 4.649 -0.452 -8.181
H 5.295 -2.768 -7.657
H 5.162 -4.513 -9.400
H 4.392 -3.934 -11.675
H 3.736 -1.618 -12.204
```

***

| no. | total energy (eV) | lowest unoccupied orbital energy (Ha) | orbital gap (Eh) |
| --- | --- | --- | --- |
| 1 | -63015.181 | -0.08451 | 0.2582 |
| 2 | -178526.503 | -0.42675 | 0.0510 |
| 3 | -6792.434 | 0.03055 | 0.3656 |
| 4 | -7447.710 | 0.03646 | 0.4157 |
| 5 | -139625.779 | -0.04575 | 0.2684 |